Density functional theory data (ωB97M-V/def2-TZVPD) for a structure of composition C30H28Br2CrF5N6OS6.

```
! RIJCOSX wB97M-V def2-TZVPD def2/J DEFGRID3
* xyz -1 5
Cr 0.6965 1.5693 0.3543
S 6.9450 -2.3448 -1.9569
C 5.4189 -1.9804 -1.3901
S 3.9820 -2.7844 -1.8587
C 2.7981 -1.9081 -0.8851
C 3.3438 -0.9318 -0.1170
S 2.7024 0.2368 1.0427
S 5.0871 -0.7474 -0.2504
S 1.1870 -2.5244 -1.1274
S 1.7430 1.5803 -2.1929
C 0.8323 0.5034 -3.1205
N -0.3982 0.1200 -2.7852
C -1.1109 -0.9490 -3.4616
C -0.7388 -0.9639 -4.9328
C 0.7732 -1.0496 -5.0455
N 1.3625 0.0192 -4.2605
H -0.7037 0.3609 -1.8515
H -2.1774 -0.7814 -3.3282
H -0.8498 -1.9046 -2.9976
H -1.0952 -0.0512 -5.4169
H -1.2022 -1.8189 -5.4261
H 1.0994 -0.9385 -6.0801
H 1.1174 -2.0228 -4.6804
H 2.3050 0.3182 -4.4395
C -2.4936 -4.0049 1.9961
N -1.4289 -3.1047 1.6050
N -1.7049 -1.9933 0.8243
C -0.7089 -1.0592 1.0039
O -0.6698 -0.0115 0.3277
C 0.1189 -1.5609 2.0514
C -0.3573 -2.7863 2.3831
C 0.1409 -3.7472 3.4014
C -2.5701 -2.0885 -0.2896
C -3.4468 -1.0436 -0.5515
C -4.3259 -1.1526 -1.6190
C -4.3374 -2.2976 -2.4048
C -3.4393 -3.3252 -2.1475
C -2.5388 -3.2189 -1.0986
H -3.3861 -3.7689 1.4233
H -2.7277 -3.9001 3.0580
H -2.2144 -5.0369 1.7836
H 1.0355 -1.0915 2.3714
H 1.0700 -3.3725 3.8243
H 0.3389 -4.7199 2.9478
H -0.5792 -3.8862 4.2114
H -3.4174 -0.1546 0.0618
H -5.0024 -0.3353 -1.8346
H -5.0341 -2.3809 -3.2299
H -3.4222 -4.2044 -2.7793
H -1.7915 -3.9803 -0.9093
F -2.2448 2.0976 -0.4498
C -1.1067 2.8477 -0.1221
F -1.5197 3.5688 1.0197
C -1.0879 3.9201 -1.2125
F -2.1360 4.7742 -1.1477
F -1.1168 3.3734 -2.4343
F 0.0202 4.6821 -1.1246
Br -3.0582 -0.1642 4.4311
C -1.3331 0.5607 4.1650
C -0.3127 0.3138 5.0678
C 0.9494 0.8099 4.7853
C 1.1361 1.5128 3.6026
N 0.1445 1.7556 2.7455
C -1.0783 1.2999 3.0236
H -0.5009 -0.2692 5.9602
H 1.7866 0.6352 5.4464
H 2.1192 1.8754 3.3258
H -1.8562 1.5136 2.3021
Br 1.5249 6.9717 2.6352
C 2.2419 5.5563 1.6096
C 3.4939 5.6704 1.0326
C 3.9727 4.5992 0.2997
C 3.1900 3.4633 0.1801
N 1.9802 3.3730 0.7329
C 1.5046 4.4005 1.4341
H 4.0748 6.5741 1.1599
H 4.9452 4.6317 -0.1707
H 3.5306 2.5832 -0.3499
H 0.5116 4.2879 1.8495
*
```

Computed properties:
Highest occupied orbital energy (alpha / beta) = -0.12123 / -0.12253 hartree
⟨S²⟩ = 6.020
E = -10644.90967 hartree
ΔE to the lowest compared entry with this formula, charge and spin = 0.0 kcal/mol
Orbital gap (alpha / beta) = 0.192 / 0.193 hartree

Density functional theory data (ωB97M-V/def2-TZVPD) for a structure of composition C30H28Cl2IN4O7RuS.

```
! RIJCOSX wB97M-V def2-TZVPD def2/J DEFGRID3
* xyz 0 6
Ru -0.1491 1.1309 -0.6390
Cl 0.9242 -0.1717 6.8960
C 0.9382 -0.0751 5.1631
C 1.8710 0.7319 4.5239
C 1.8715 0.8252 3.1503
Cl 3.0791 1.8272 2.4121
C 0.9444 0.1376 2.3227
O 0.9287 0.3255 1.0421
C 0.0547 -0.7303 3.0126
C -0.9321 -1.6069 2.3701
O -1.0517 -1.8776 1.1934
C 0.0470 -0.7984 4.4114
H 2.5942 1.2941 5.0982
H -1.6344 -2.0591 3.1001
H -0.6765 -1.4377 4.9023
O -3.8083 0.9056 6.4476
C -2.6615 1.3182 5.8509
O -1.7887 1.8033 6.5133
C -2.5706 1.1381 4.3739
C -1.6123 1.8804 3.6862
C -1.4595 1.7425 2.3249
C -2.2437 0.8380 1.5906
C -3.1966 0.0822 2.2891
C -3.3524 0.2387 3.6547
N -2.0163 0.6789 0.2311
C -2.9448 0.1452 -0.5915
C -2.7120 0.0809 -1.9773
C -3.6473 -0.4635 -2.8861
C -3.3427 -0.4939 -4.2215
C -2.1122 0.0097 -4.6636
C -1.2407 0.5298 -3.7273
N -1.5294 0.5755 -2.4305
H -4.4582 0.6610 5.7793
H -0.9815 2.5594 4.2445
H -0.6921 2.3205 1.8260
H -3.7733 -0.6772 1.7803
H -4.0684 -0.4044 4.1561
H -3.9007 -0.1751 -0.1995
H -4.5852 -0.8509 -2.5102
H -4.0485 -0.9090 -4.9297
H -1.8343 -0.0059 -5.7071
H -0.2674 0.9043 -4.0131
O 0.2217 -0.9872 -1.2168
S 1.1070 -2.0393 -0.5599
C 0.1592 -3.5846 -0.7319
C 0.7322 -4.3694 -1.9077
C 2.2202 -4.0275 -1.9598
C 2.2761 -2.5095 -1.8662
H -0.8742 -3.2640 -0.8425
H 0.2538 -4.1137 0.2159
H 0.2511 -4.0578 -2.8367
H 0.5594 -5.4386 -1.7843
H 2.7007 -4.3798 -2.8729
H 2.7414 -4.4885 -1.1161
H 1.8980 -2.0304 -2.7710
H 3.2567 -2.1033 -1.6197
C 4.4453 0.7950 -4.4171
N 3.7140 1.3062 -3.2666
C 4.2721 2.2030 -2.4102
C 3.5964 2.7106 -1.3626
C 2.2511 2.2526 -1.1971
O 1.4738 2.6557 -0.2875
N 1.7164 1.3434 -2.0301
C 2.3947 0.8506 -3.1010
O 1.9408 0.0619 -3.9170
H 5.4479 1.2155 -4.4059
H 3.9398 1.0719 -5.3404
H 4.5015 -0.2911 -4.3766
H 5.2942 2.4819 -2.6295
H 4.0290 3.4197 -0.6766
I -0.4490 4.0040 -2.6327
C -1.0827 2.9633 -0.9005
H -2.1538 2.8352 -0.9844
H -0.7953 3.5661 -0.0453
*
```

Computed properties:
Highest occupied orbital energy (alpha / beta) = -0.22733 / -0.28437 hartree
⟨S²⟩ = 8.820
E = -3616.80604 hartree
ΔE to the lowest compared entry with this formula, charge and spin = 11.5 kcal/mol
Orbital gap (alpha / beta) = 0.211 / 0.221 hartree

Density functional theory data (ωB97M-V/def2-TZVPD) for a structure of composition C30H28Cl4NPSe2Sn.

```
! RIJCOSX wB97M-V def2-TZVPD def2/J DEFGRID3
* xyz 0 1
Sn 1.0571 -0.8014 0.1965
C 0.5866 -4.7495 -0.4511
C 1.4160 -4.0918 0.6207
C 0.8566 -3.8007 1.8625
C 1.5969 -3.1748 2.8595
C 0.9515 -2.8047 4.1664
C 2.9236 -2.8499 2.6022
C 3.5091 -3.1165 1.3695
C 4.9271 -2.7025 1.0835
C 2.7414 -3.7390 0.3885
H -0.0466 -4.0192 -0.9618
H -0.0724 -5.5068 -0.0259
H 1.2159 -5.2234 -1.2037
H -0.1794 -4.0627 2.0537
H 0.3252 -1.9173 4.0379
H 1.6972 -2.5852 4.9303
H 0.3070 -3.6037 4.5341
H 3.5114 -2.3659 3.3759
H 4.9472 -1.7433 0.5595
H 5.4335 -3.4340 0.4534
H 5.4986 -2.5894 2.0048
H 3.1884 -3.9581 -0.5764
Se -1.7399 -1.0016 0.0229
P -1.6566 1.1718 -0.0545
Se 0.3798 1.9091 -0.1294
C -2.5076 1.8471 1.3998
C -1.7870 2.1929 2.5376
C -2.4530 2.6406 3.6691
C -3.8363 2.7454 3.6671
C -4.5575 2.4023 2.5313
C -3.8970 1.9523 1.3990
C -2.6041 1.7833 -1.4749
C -2.3493 3.0654 -1.9530
C -3.0717 3.5594 -3.0265
C -4.0518 2.7776 -3.6230
C -4.3071 1.4992 -3.1475
C -3.5812 0.9980 -2.0758
H -0.7064 2.1195 2.5280
H -1.8884 2.9123 4.5519
H -4.3540 3.0997 4.5492
H -5.6363 2.4885 2.5259
H -4.4633 1.6897 0.5140
H -1.5618 3.6619 -1.5078
H -2.8561 4.5474 -3.4106
H -4.6080 3.1619 -4.4683
H -5.0637 0.8846 -3.6182
H -3.7568 -0.0098 -1.7200
Cl -0.2562 3.4390 -5.4376
C 0.2262 2.0645 -4.4757
C 1.5190 1.9918 -3.9847
C 1.8868 0.9055 -3.2084
C 0.9857 -0.1186 -2.9062
C 1.3724 -1.2200 -1.9920
C -0.3025 -0.0218 -3.4342
C -0.6868 1.0606 -4.2110
H 2.2247 2.7824 -4.2016
H 2.8933 0.8608 -2.8053
H 2.4414 -1.4348 -2.0734
H 0.8210 -2.1395 -2.1976
H -1.0246 -0.7989 -3.2182
H -1.6940 1.1294 -4.6023
Cl 4.7330 1.8238 3.8698
C 3.2580 1.8507 2.8871
Cl 2.6713 3.5069 2.7085
Cl 2.0177 0.8371 3.6318
C 3.5873 1.3188 1.5606
N 3.8498 0.9034 0.5244
*
```

Computed properties:
Highest occupied orbital energy = -0.25704 hartree
E = -8414.09071 hartree
ΔE to the lowest compared entry with this formula, charge and spin = 0.0 kcal/mol
Orbital gap = 0.265 hartree

Density functional theory data (ωB97M-V/def2-TZVPD) for a structure of composition C30H28N10O2S3Ti.

```
! RIJCOSX wB97M-V def2-TZVPD def2/J DEFGRID3
* xyz 2 3
Ti -0.2672 0.5764 0.0303
N -2.5427 -1.7974 2.5380
C -1.6488 -2.4889 3.3855
C -1.8594 -3.8177 3.7185
C -0.9535 -4.4611 4.5474
C 0.1733 -3.7965 5.0101
C 0.3954 -2.4760 4.6531
C -0.5323 -1.8139 3.8634
S -0.4016 -0.0990 3.4813
N -1.0109 -0.1311 1.8686
C -2.1144 -0.8349 1.6672
C -2.8884 -0.5173 0.4736
C -4.0356 -1.2145 0.0676
C -4.7798 -0.7126 -0.9758
C -4.3683 0.4699 -1.6045
C -3.1868 1.0505 -1.2029
N -2.4330 0.5607 -0.2115
H -3.4275 -2.2419 2.3591
H -2.7271 -4.3426 3.3440
H -1.1263 -5.4900 4.8259
H 0.8767 -4.3045 5.6514
H 1.2665 -1.9488 5.0129
H -4.3493 -2.1212 0.5627
H -5.6792 -1.2185 -1.2967
H -4.9480 0.9132 -2.3986
H -2.8027 1.9428 -1.6855
S 5.7905 5.1518 -0.8884
N 4.4637 4.9913 -1.7897
C 3.7663 3.9842 -1.2807
C 2.5031 3.4888 -1.7945
C 1.8714 3.9945 -2.9330
C 0.6853 3.4176 -3.3472
C 0.1533 2.3616 -2.6073
N 0.7310 1.8858 -1.5114
C 1.8973 2.4316 -1.1117
C 2.5314 1.8241 0.0689
N 1.8686 0.7959 0.6370
C 2.4563 0.1368 1.6265
C 3.7045 0.5022 2.1402
C 4.3624 1.5897 1.5999
C 3.7725 2.2656 0.5259
C 4.3834 3.3892 -0.1597
N 5.5390 3.9551 0.1621
H 2.3220 4.8162 -3.4697
H 0.1691 3.7694 -4.2277
H -0.7710 1.8784 -2.9054
H 1.9116 -0.7112 2.0252
H 4.1339 -0.0661 2.9516
H 5.3221 1.9172 1.9711
O 0.3304 -1.5841 -0.1749
C -0.1009 -1.6227 -1.3422
O -0.6002 -0.6198 -1.9105
C 0.0083 -2.9322 -2.1283
N -0.5675 -2.6697 -3.4987
C 0.6071 -2.4931 -4.4268
C 1.6087 -3.4940 -3.8918
C 1.4680 -3.3736 -2.3730
H -0.5826 -3.7012 -1.6310
H -1.1232 -1.8054 -3.4379
H -1.1530 -3.4444 -3.8089
H 0.9424 -1.4628 -4.2904
H 0.2794 -2.6462 -5.4529
H 2.6152 -3.2685 -4.2350
H 1.3614 -4.5007 -4.2314
H 2.1487 -2.6248 -1.9668
H 1.6760 -4.3127 -1.8676
N -2.5780 2.5908 2.4971
C -1.8387 3.5162 1.8884
N -2.1451 4.7981 2.0860
S -0.5277 3.1438 0.8652
H -3.3014 2.8325 3.1546
H -2.2980 1.6263 2.4142
H -2.8486 5.0891 2.7454
H -1.5774 5.5044 1.6500
*
```

Computed properties:
Highest occupied orbital energy (alpha / beta) = -0.39602 / -0.46360 hartree
⟨S²⟩ = 2.016
E = -3901.85814 hartree
ΔE to the lowest compared entry with this formula, charge and spin = 5.4 kcal/mol
Orbital gap (alpha / beta) = 0.198 / 0.266 hartree

Density functional theory data (ωB97M-V/def2-TZVPD) for a structure of composition C30H28N5O2PdTe at a distorted geometry.

```
! RIJCOSX wB97M-V def2-TZVPD def2/J DEFGRID3
* xyz 3 1
Pd 0.0937 -0.1305 0.2212
C 3.2553 -1.8138 0.0120
C 3.2509 -0.3479 -0.2781
C 4.4760 0.2446 -0.5925
C 4.5606 1.5806 -0.9021
C 3.3932 2.3271 -0.9194
C 2.2014 1.7176 -0.5996
N 2.1215 0.3959 -0.2550
C 0.9283 2.4421 -0.6670
C 0.7678 3.7344 -1.1402
C -0.5040 4.2805 -1.1942
C -1.5967 3.5219 -0.8019
C -1.3894 2.2335 -0.3424
N -0.1417 1.7489 -0.2565
C -2.4439 1.2896 0.0396
C -3.7759 1.6410 0.0221
C -4.7310 0.6934 0.3483
C -4.3110 -0.5780 0.6656
C -2.9561 -0.9027 0.6708
C -2.5820 -2.3098 1.0110
N -2.0265 0.0323 0.3724
H 4.2608 -2.2075 -0.1023
H 2.6169 -2.3479 -0.6922
H 2.9597 -2.0020 1.0496
H 5.3602 -0.3766 -0.5963
H 5.5117 2.0383 -1.1396
H 3.4229 3.3716 -1.1885
H 1.6168 4.3088 -1.4771
H -0.6462 5.2905 -1.5549
H -2.5929 3.9302 -0.8736
H -4.0766 2.6415 -0.2483
H -5.7826 0.9476 0.3470
H -5.0279 -1.3484 0.9119
H -3.4573 -2.8601 1.3425
H -1.8520 -2.3284 1.8233
H -2.2001 -2.8199 0.1235
N 0.3296 -2.2054 0.2834
N 0.3861 -2.6824 -1.0525
C -0.0879 -1.8465 -2.0850
O -0.3558 -2.2585 -3.1681
O -0.1704 -0.5630 -1.7484
H 1.2415 -2.3533 0.7143
H -0.3486 -2.7325 0.8213
H 0.1691 -3.6635 -1.1843
Te 0.5279 0.8548 2.7743
C -0.4220 1.2087 4.6202
C 0.1001 2.3161 5.2751
C -0.4117 2.6069 6.5354
C -1.4277 1.8332 7.0759
C -1.9492 0.7488 6.3768
C -1.4461 0.4198 5.1276
C 1.8646 -0.6770 3.2843
C 1.4424 -2.0051 3.3325
C 2.3402 -2.9877 3.7245
C 3.6460 -2.6410 4.0560
C 4.0553 -1.3154 4.0056
C 3.1633 -0.3192 3.6254
H 0.8848 2.9304 4.8502
H -0.0069 3.4441 7.0878
H -1.8212 2.0789 8.0529
H -2.7494 0.1588 6.8025
H -1.8482 -0.4228 4.5806
H 0.4107 -2.2704 3.1238
H 2.0169 -4.0177 3.7994
H 4.3404 -3.4070 4.3742
H 5.0700 -1.0507 4.2713
H 3.4857 0.7153 3.6051
*
```

Computed properties:
Highest occupied orbital energy (alpha / beta) = -0.63533 / -0.63550 hartree
E = -1979.16256 hartree
Orbital gap (alpha / beta) = 0.205 / 0.221 hartree

Density functional theory data (ωB97M-V/def2-TZVPD) for a structure of composition C30H29CdN9O2.

```
! RIJCOSX wB97M-V def2-TZVPD def2/J DEFGRID3
* xyz 0 1
Cd -1.6546 -0.1443 0.4710
O 1.4402 -3.1163 3.0512
C 0.8026 -2.8730 4.2379
C 1.0389 -3.6580 5.3577
C 0.4173 -3.3583 6.5604
C -0.4299 -2.2659 6.6563
C -0.6547 -1.4809 5.5352
C -0.0627 -1.7817 4.3161
C -0.3684 -0.9499 3.1135
O -0.6713 -1.5327 2.0383
N -0.2676 0.3679 3.3174
N -0.5351 1.0234 2.1641
C -0.2862 2.2680 2.0710
C -0.4555 2.9243 0.7669
C -0.2493 4.2933 0.6274
C -0.3554 4.8655 -0.6275
C -0.6608 4.0581 -1.7111
C -0.8596 2.7049 -1.4816
N -0.7618 2.1476 -0.2807
H 2.0322 -3.8656 3.1707
H 1.7173 -4.5016 5.2864
H 0.6051 -3.9809 7.4256
H -0.9097 -2.0265 7.5952
H -1.3026 -0.6159 5.5867
H 0.0996 2.8326 2.9185
H -0.0083 4.8892 1.4979
H -0.1999 5.9284 -0.7589
H -0.7435 4.4590 -2.7112
H -1.1000 2.0351 -2.2994
C -6.4928 0.3204 -0.6381
C -5.5930 1.3249 -0.9601
C -4.2479 1.1849 -0.6332
C -3.7545 0.0499 0.0193
C -4.6879 -0.9450 0.3309
C -6.0346 -0.8172 0.0113
H -7.5413 0.4230 -0.8885
H -5.9379 2.2209 -1.4633
H -3.5751 1.9975 -0.8915
H -4.3657 -1.8483 0.8385
H -6.7289 -1.6077 0.2711
C 1.3203 -2.5267 -0.4563
C 0.5317 -1.8348 -1.5113
N -0.5903 -1.1755 -1.3284
C -1.0262 -0.7673 -2.5740
C -0.1479 -1.1788 -3.5175
N 0.8404 -1.8607 -2.8360
C 2.0987 -2.2723 -3.4168
N 2.7665 -1.1375 -4.0009
N 3.0465 -1.1350 -5.3267
N 3.5047 0.0065 -5.6636
C 3.5214 0.8174 -4.5462
C 3.9019 2.1548 -4.4001
C 3.7680 2.7093 -3.1496
C 3.2744 1.9578 -2.0604
C 2.9022 0.6387 -2.1837
C 3.0388 0.0879 -3.4630
H 0.7848 -2.4478 0.4885
H 2.3085 -2.0809 -0.3337
H 1.4337 -3.5845 -0.7004
H -1.9523 -0.2286 -2.6894
H -0.1161 -1.0506 -4.5854
H 1.9492 -2.9888 -4.2224
H 2.7038 -2.7270 -2.6342
H 4.2785 2.7170 -5.2433
H 4.0466 3.7424 -2.9893
H 3.1861 2.4306 -1.0904
H 2.5452 0.0964 -1.3183
N 2.3910 0.1289 1.1743
H 3.2515 -0.0217 1.6897
H 1.6988 -0.4861 1.5937
H 2.0827 1.0675 1.4038
*
```

Computed properties:
Highest occupied orbital energy = -0.29499 hartree
E = -1971.62572 hartree
ΔE to the lowest compared entry with this formula, charge and spin = 0.3 kcal/mol
Orbital gap = 0.287 hartree